No. 1
The following is a DFT calculation (ωB97M-V with the def2-TZVPD basis set) of a molecular structure, C30H54Cl2F8O7 at a distorted geometry.

Calculated values
Gap between HOMO and LUMO   9.50 eV
LUMO   0.49 eV
Charge   0

Each line ends with the Mulliken charge.
Atoms and positions in Å:
C  0.237  -0.192  2.693  0.850
C  -0.830  0.298  3.681  0.422
C  -1.464  -0.827  4.491  -0.164
F  -2.520  -0.386  5.213  -0.364
F  -1.796  -1.916  3.772  -0.210
F  -0.196  1.119  4.542  -0.336
F  -1.763  0.912  3.013  -0.252
O  1.256  -0.955  3.302  -0.385
C  2.511  -0.854  2.728  0.133
C  3.373  -1.896  3.473  -0.078
F  2.989  -3.144  3.209  -0.204
F  4.687  -1.832  3.156  -0.334
F  2.405  -1.054  1.392  -0.093
F  2.939  0.439  2.916  -0.086
H  0.640  0.659  2.144  -1.376
H  -0.241  -0.845  1.963  0.529
H  -0.661  -1.162  5.148  0.319
H  3.350  -1.626  4.529  0.357
C  0.586  2.043  -2.838  0.538
C  1.850  2.111  -1.976  1.467
C  3.023  2.051  -2.993  -0.791
O  2.388  1.786  -4.229  -0.517
C  1.064  1.281  -4.046  -0.106
H  0.338  3.037  -3.211  0.793
H  -0.232  1.562  -2.302  -1.432
H  1.829  1.262  -1.291  -1.460
H  1.813  3.030  -1.392  0.610
H  3.671  1.206  -2.764  0.336
H  3.638  2.952  -2.998  0.259
H  1.023  0.197  -3.942  0.100
H  0.488  1.419  -4.961  0.498
C  -3.493  1.933  -1.785  0.365
C  -3.874  3.314  -2.073  -1.330
C  -3.733  3.355  -3.634  -0.725
O  -2.897  2.246  -3.967  -0.647
C  -2.395  1.624  -2.792  0.558
H  -4.328  1.257  -1.966  0.754
H  -3.167  1.737  -0.764  -0.165
H  -3.264  4.056  -1.557  0.250
H  -4.883  3.497  -1.705  0.478
H  -3.284  4.316  -3.885  0.355
H  -4.695  3.305  -4.143  0.365
H  -1.451  2.132  -2.592  -0.292
H  -2.196  0.555  -2.867  0.792
C  2.128  -1.657  -1.312  1.083
C  1.490  -1.637  -2.668  0.857
C  2.668  -1.914  -3.597  -0.471
O  3.698  -2.413  -2.736  -0.522
C  3.224  -2.654  -1.487  -0.372
H  1.443  -1.822  -0.481  -0.608
H  2.520  -0.651  -1.164  0.047
H  1.016  -0.679  -2.884  -1.887
H  0.760  -2.446  -2.714  0.439
H  3.001  -0.982  -4.055  0.400
H  2.319  -2.659  -4.312  0.308
H  4.002  -2.624  -0.724  0.354
H  2.834  -3.667  -1.386  0.336
C  2.000  2.560  3.143  -0.826
C  1.197  2.713  1.863  1.260
C  2.224  3.288  0.897  0.563
O  3.437  2.729  1.310  -0.515
C  3.472  2.527  2.709  -0.298
H  1.689  1.608  3.573  0.122
H  1.809  3.385  3.829  0.582
H  0.361  3.396  2.014  0.784
H  0.908  1.753  1.435  -0.554
H  2.232  4.378  0.938  0.421
H  2.011  3.118  -0.159  -1.277
H  3.954  3.324  3.274  0.428
H  3.926  1.558  2.917  0.154
C  -4.346  0.199  -0.170  -1.067
C  -3.911  -0.577  -1.410  -1.278
C  -3.214  -1.802  -0.768  -0.104
O  -3.126  -1.579  0.657  -0.640
C  -3.283  -0.175  0.820  1.627
H  -5.357  -0.026  0.168  0.364
H  -4.351  1.267  -0.391  1.060
H  -3.335  -0.009  -2.140  -0.113
H  -4.759  -0.972  -1.970  0.191
H  -2.214  -1.839  -1.200  0.101
H  -3.677  -2.766  -0.974  0.515
H  -2.340  0.354  0.684  -1.334
H  -3.645  0.052  1.823  0.596
C  0.415  -4.330  1.650  -0.790
C  -0.890  -3.924  2.305  -0.591
C  -1.485  -2.895  1.366  -1.235
O  -0.342  -2.147  0.966  0.077
C  0.803  -3.002  0.916  -0.797
H  0.294  -5.019  0.814  0.431
H  1.203  -4.728  2.290  0.284
H  -0.729  -3.432  3.264  0.195
H  -1.538  -4.799  2.352  0.486
H  -2.189  -2.240  1.881  0.593
H  -1.933  -3.229  0.431  0.487
H  1.592  -2.612  1.558  -0.053
H  1.108  -3.164  -0.118  0.819
C  -0.307  -0.368  -0.260  0.923
Cl  -0.910  -0.177  -1.937  -0.454
Cl  -0.218  1.197  0.658  -0.162
H  -1.069  -1.011  0.181  0.227
H  0.695  -0.784  -0.362  -0.948



No. 2
The following is a DFT calculation (ωB97M-V with the def2-TZVPD basis set) of BrClH2O2Si in the gas phase at a distorted geometry.

Calculated values
Structure (SMILES)   O[Si](O)(Cl)Br
Gap between HOMO and LUMO   9.65 eV
LUMO   -0.26 eV
Charge   0

Each line ends with the natural charge from an NBO analysis.
Atoms and positions in Å:
O  0.751  -0.245  1.437  -1.120
O  0.725  0.470  -1.170  -1.140
Si  0.087  -0.416  -0.017  2.060
Cl  -0.487  -2.412  -0.240  -0.341
Br  -2.249  0.981  -0.211  -0.562
H  1.079  0.538  1.888  0.541
H  0.095  1.084  -1.688  0.562



No. 3
The following is a DFT calculation (ωB97M-V with the def2-TZVPD basis set) of a molecular structure, C4H11GaO2 at a distorted geometry.

Calculated values
Spin multiplicity   2
Gap between HOMO and LUMO (alpha / beta)   10.24 / 7.04 eV
LUMO (alpha / beta)   -4.08 / -7.47 eV
Charge   +1

Each line ends with the natural charge from an NBO analysis.
Atoms and positions in Å:
C  2.423  0.277  1.986  -0.956
H  2.712  1.334  1.906  0.255
H  1.665  0.277  2.781  0.236
H  3.205  -0.413  2.333  0.248
Ga  0.130  -1.338  0.696  1.461
O  1.266  -0.871  -0.730  -0.862
H  2.322  0.003  0.825  0.259
C  -2.625  -0.114  0.156  -0.262
O  -1.237  -0.212  -0.099  -0.649
C  -0.867  -0.013  -1.466  -0.111
C  0.649  0.110  -1.499  -0.107
H  -2.778  -0.291  1.227  0.220
H  -2.983  0.892  -0.105  0.221
H  -3.183  -0.862  -0.428  0.210
H  -1.350  0.900  -1.849  0.230
H  -1.223  -0.869  -2.064  0.204
H  0.912  1.115  -1.111  0.181
H  0.963  0.073  -2.560  0.223



Energy above the lowest of the compared OMol25 structures with the same formula, charge and spin readings, ordered: 411.5, 26.5, 0.0 kcal per mole
Energy readings, ordered: -3420.72126, -3475.54225, -2233.93147 Ha